1.
The following is a quantum chemistry calculation of a molecular structure, C40H27F5N8OPtSe at a distorted geometry, from OMol25.

The geometry in XYZ format:
```
83
Properties=species:S:1:pos:R:3:forces:R:3:mulliken_charge:R:1
Pt -1.03465 2.49429 -0.10647 0.5 0.6 0.2 0.592
C -0.45151 0.64541 5.01384 0.1 0.0 0.2 -0.994
N -1.06977 1.01847 3.76206 -0.1 0.2 -0.1 0.906
C -0.52082 1.65464 2.73505 0.4 -0.1 0.1 -0.107
N -1.42303 1.79968 1.78773 -0.4 -0.1 -0.2 -0.393
C -2.55094 1.24196 2.31060 -0.1 -0.3 0.0 -0.290
N -2.36220 0.74169 3.50894 -0.2 0.2 -0.2 -1.059
C 0.79561 -0.16794 4.78547 0.1 -0.1 0.1 0.472
C 1.89577 0.05209 5.60440 -0.1 0.0 -0.1 -0.843
C 3.06872 -0.66344 5.41772 0.0 0.0 0.0 -0.879
C 3.15917 -1.58415 4.39207 0.0 -0.1 0.0 -0.983
C 2.05993 -1.80904 3.56508 -0.1 0.0 0.1 -0.425
C 0.87199 -1.11730 3.77033 0.1 0.1 0.0 0.420
C 2.22799 -2.72933 2.44507 -0.5 -0.9 0.1 0.477
N 3.30878 -3.34049 2.10663 -0.3 -0.5 0.3 -0.341
N 3.02905 -4.01238 0.93258 -0.2 -0.4 0.1 -0.564
C 1.79824 -3.76885 0.64068 0.0 0.1 0.3 1.112
O 1.20583 -2.95555 1.56530 0.3 -0.1 0.3 -0.252
C 1.03689 -4.25241 -0.50519 -0.3 0.1 0.0 -0.111
C 1.72178 -4.84952 -1.55647 0.2 0.1 0.0 -1.169
C 1.01639 -5.30952 -2.64967 0.0 -0.1 -0.1 -0.752
C -0.36298 -5.19262 -2.69580 -0.2 0.0 0.0 -0.896
C -1.06547 -4.62192 -1.64142 -0.1 0.2 0.3 0.679
C -2.59004 -4.61006 -1.68535 0.2 -0.1 0.0 -1.042
N -3.20662 -3.61037 -0.84199 -0.1 -0.3 0.1 0.854
C -3.06154 -2.28602 -0.84725 -0.2 0.4 0.4 -0.067
N -3.80516 -1.75353 0.10619 0.2 0.5 -0.1 -0.481
C -4.41006 -2.82568 0.67497 0.3 0.3 -0.3 -0.249
N -4.07733 -3.96532 0.13142 0.2 -0.8 -0.1 -1.038
C -0.35468 -4.13804 -0.54098 0.0 -0.2 -0.3 0.285
H -1.22104 0.11547 5.57567 0.1 -0.1 0.0 0.292
H -0.19285 1.55042 5.56697 -0.1 0.0 0.0 0.437
H 0.50545 1.97175 2.68379 0.1 0.0 0.0 0.591
H -3.48477 1.19696 1.77760 0.0 -0.1 0.0 0.482
H 1.84079 0.80025 6.38493 0.0 0.0 0.0 0.428
H 3.92101 -0.48018 6.05688 0.0 0.0 0.0 0.407
H 4.07360 -2.13221 4.20754 0.0 0.0 0.0 0.531
H 0.02488 -1.29205 3.11810 0.0 0.0 0.0 0.814
H 2.79931 -4.93387 -1.50657 0.0 0.0 0.0 0.481
H 1.54502 -5.75968 -3.47797 0.0 0.0 0.0 0.407
H -0.90365 -5.55669 -3.56046 0.0 0.0 0.0 0.456
H -2.97607 -5.56147 -1.31887 0.0 0.0 -0.1 0.303
H -2.94205 -4.48276 -2.71090 0.1 0.0 0.0 0.454
H -2.41238 -1.76227 -1.53283 -0.1 0.0 0.0 0.485
H -5.10528 -2.76112 1.49593 0.0 0.0 0.0 0.422
H -0.87607 -3.68976 0.29236 -0.1 0.0 0.1 0.714
C 4.77427 -1.50488 -1.33054 0.0 0.0 0.0 -0.852
C 4.05232 -0.67490 -2.17773 0.0 0.0 0.0 -0.665
C 2.88312 -0.07361 -1.74081 0.0 0.0 -0.1 -0.551
C 2.42460 -0.28586 -0.44134 0.1 -0.1 0.0 0.338
C 3.15904 -1.11891 0.40067 0.1 0.6 -0.3 0.490
C 4.32351 -1.72728 -0.03727 0.2 0.2 -0.1 -0.357
C 1.17737 0.31827 0.05825 -0.1 0.1 0.1 0.061
C 0.65682 1.46766 -0.34427 -0.1 -0.1 -0.1 -0.585
C 0.96611 2.58895 -1.18809 0.0 -0.1 -0.1 0.081
C -0.06221 2.91537 -2.12227 0.0 -0.2 0.0 -0.962
C 0.01217 4.14873 -2.82304 0.1 0.2 0.1 -0.466
C 1.03334 5.01855 -2.57815 -0.1 0.0 0.0 -0.621
C 2.03332 4.70015 -1.63252 0.1 -0.1 0.1 -0.581
C 2.00194 3.52900 -0.93482 0.0 0.0 0.0 -0.600
H 5.68151 -1.98032 -1.67918 0.0 0.0 0.0 0.408
H 4.39500 -0.50553 -3.18975 0.0 0.0 0.0 0.432
H 2.31088 0.55187 -2.41538 0.0 0.0 0.0 0.505
H 2.81749 -1.27679 1.41668 0.4 0.7 -0.7 0.170
H 4.87227 -2.37848 0.63016 0.0 0.1 -0.1 0.494
H 0.64814 -0.25254 0.81863 0.0 0.0 0.0 0.641
H -0.66974 2.12411 -2.54826 -0.1 -0.1 -0.1 0.716
H -0.73535 4.35792 -3.57161 0.0 0.0 0.0 0.729
H 1.08978 5.95536 -3.11563 0.0 0.0 0.0 0.419
H 2.84203 5.39943 -1.46492 0.0 0.0 0.0 0.437
H 2.76207 3.28374 -0.20518 0.0 0.0 0.0 0.482
F -5.52146 5.49712 -4.38485 0.1 0.0 0.1 -0.338
C -4.44279 4.99608 -3.71117 -0.1 -0.3 0.1 1.021
C -3.45177 6.01544 -3.24879 0.0 -0.3 0.3 0.281
F -3.11519 7.04616 -3.97139 0.1 0.2 -0.2 -0.289
C -2.90434 5.65181 -2.07237 -0.1 -0.1 -0.2 0.313
F -1.92337 6.26999 -1.43259 0.2 0.1 0.1 -0.370
C -3.54948 4.46669 -1.58647 -0.2 0.0 -0.2 -0.079
Se -3.24415 3.69354 0.03705 -0.2 -0.1 0.0 -0.181
C -4.51765 4.01527 -2.56494 0.0 0.4 0.2 0.650
F -5.63392 3.40251 -2.08044 0.0 -0.1 -0.1 -0.337
C -3.98826 3.60517 -3.93845 -0.1 -0.1 -0.2 -1.404
F -2.60262 3.45261 -4.06694 -0.1 0.0 0.0 0.000
```
Forces are in eV/Å.

Output
HOMO energy (spin up / spin down)   -7.2 / -7.2 eV
Charge   0


2.
The following is a quantum chemistry calculation of a molecular structure, C40H28CoIN2O4P, from OMol25.

The geometry in XYZ format:
```
77
Properties=species:S:1:pos:R:3:forces:R:3:mulliken_charge:R:1
Co -1.58291 -0.35966 -0.87908 -0.6 -0.6 0.2 0.815
O -0.85398 3.96359 -0.59532 0.0 -0.1 0.1 -0.490
C -1.17519 2.69536 -0.81366 -0.1 0.0 -0.5 0.060
O -1.29368 1.85470 0.04772 0.0 0.1 0.2 -0.461
C -1.43126 2.36125 -2.25309 0.1 0.1 0.5 0.301
C -1.47252 3.27423 -3.27931 0.0 0.1 -0.2 -0.769
C -1.83039 2.80090 -4.54408 0.1 0.1 0.1 -0.578
C -2.14684 1.46915 -4.70631 0.0 -0.2 0.0 -0.682
C -2.06600 0.61292 -3.60884 0.1 0.1 0.0 0.363
N -1.68906 1.06515 -2.42268 0.0 0.1 -0.1 0.640
C -2.42874 -0.88177 -3.66277 -0.2 0.3 -0.2 -0.052
O -2.81709 -1.29990 -4.74357 0.1 -0.1 0.1 -0.761
O -2.30084 -1.46851 -2.54573 0.1 0.0 0.0 -0.573
H -0.58343 4.05288 0.33428 0.0 0.0 0.0 0.439
H -1.24533 4.31462 -3.09755 0.0 0.0 0.0 0.594
H -1.87515 3.48132 -5.38433 0.0 0.0 0.0 0.459
H -2.46009 1.05635 -5.65484 0.0 0.0 0.0 0.600
C -5.54966 1.31012 0.39479 0.0 0.0 0.0 -1.118
C -5.82100 0.51650 1.50286 0.0 0.0 0.0 -0.336
C -4.97689 -0.52989 1.80759 0.0 0.0 0.0 -1.236
C -3.86021 -0.78540 1.00374 0.0 0.0 0.0 1.089
N -3.59694 0.00808 -0.04788 0.2 0.0 0.1 0.205
C -4.42000 1.01284 -0.33809 0.0 0.0 -0.1 -0.158
C -2.91231 -1.90081 1.23332 -0.1 0.1 -0.1 1.106
C -3.21875 -2.92375 2.13479 0.1 0.0 0.0 -0.876
C -2.34242 -3.97970 2.30371 0.0 0.0 0.0 -0.833
C -1.16289 -4.00620 1.56755 -0.1 0.0 0.0 -0.961
C -0.87446 -2.97765 0.68362 0.0 0.1 -0.1 0.427
C -1.72796 -1.88898 0.47813 0.1 -0.1 0.1 0.215
H -6.19061 2.13226 0.11054 0.0 0.0 0.0 0.437
H -6.68641 0.71669 2.12203 0.0 0.0 0.0 0.419
H -5.16996 -1.14995 2.67006 0.0 0.0 0.0 0.347
H -4.16096 1.60366 -1.21161 0.0 0.0 0.0 0.386
H -4.14512 -2.91817 2.69590 0.0 0.0 0.0 0.289
H -2.57876 -4.77954 2.99421 0.0 0.0 0.0 0.382
H -0.47393 -4.83495 1.68617 0.0 0.0 0.0 0.452
H 0.06187 -3.03313 0.13053 0.0 0.0 0.0 0.195
I 0.72709 -1.69856 -2.61465 0.0 -0.1 0.1 0.233
C 2.77397 -1.84403 -2.15799 0.0 0.0 0.1 0.296
C 3.46305 -2.46048 -3.16890 0.0 0.0 0.0 -0.780
C 4.83700 -2.73779 -3.07816 0.0 0.0 0.0 -0.884
C 5.50098 -2.37892 -1.95097 0.0 0.0 0.0 -0.878
C 4.83168 -1.72122 -0.89009 0.0 0.0 0.0 1.113
C 5.61266 -1.34631 0.22639 0.0 0.0 0.0 -0.853
C 5.06110 -0.66440 1.26362 0.0 0.0 0.0 -1.285
C 3.69628 -0.35224 1.21015 -0.1 -0.1 0.1 -0.347
C 2.86548 -0.72665 0.17834 0.0 0.1 0.0 1.187
P 1.12659 -0.06045 0.36996 0.2 0.1 0.0 0.340
C 1.63786 1.71074 0.32711 0.0 0.0 0.0 0.757
C 1.99168 2.19349 -0.93514 0.0 0.0 0.0 -0.871
C 2.39181 3.50886 -1.10973 0.0 0.0 0.0 -0.618
C 2.42483 4.37529 -0.02473 0.0 0.0 0.0 -0.534
C 2.06516 3.90891 1.23266 0.0 0.0 0.0 -0.920
C 1.68027 2.58308 1.40984 0.0 0.0 0.0 -0.082
C 0.73789 -0.40073 2.12481 0.0 0.0 0.0 0.412
C 1.19823 -1.53047 2.79706 0.0 0.1 0.0 -0.417
C 0.71224 -1.85290 4.05580 0.0 0.0 0.0 -0.799
C -0.24382 -1.05425 4.66333 0.0 0.0 0.0 -0.700
C -0.72694 0.06074 3.99391 0.0 0.0 0.0 -0.951
C -0.25225 0.37498 2.73053 0.0 0.0 0.0 -0.231
C 3.42855 -1.42587 -0.94861 0.0 0.0 0.0 -0.026
H 2.92969 -2.75436 -4.06254 0.0 0.0 0.0 0.415
H 5.34174 -3.23198 -3.89726 0.0 0.0 0.0 0.390
H 6.55979 -2.57710 -1.83963 0.0 0.0 0.0 0.365
H 6.66563 -1.60046 0.22001 0.0 0.0 0.0 0.375
H 5.65419 -0.35286 2.11316 0.0 0.0 0.0 0.440
H 3.28304 0.21921 2.03110 0.0 0.0 0.0 0.410
H 1.95961 1.52331 -1.79034 0.0 0.0 0.0 0.334
H 2.67199 3.86003 -2.09492 0.0 0.0 0.0 0.469
H 2.73245 5.40438 -0.15725 0.0 0.0 0.0 0.393
H 2.10106 4.57363 2.08722 0.0 0.0 0.0 0.444
H 1.41648 2.23029 2.39944 0.0 0.0 0.0 0.388
H 1.92266 -2.18343 2.32982 0.1 0.0 0.0 0.443
H 1.07439 -2.74286 4.55451 0.0 0.0 0.0 0.399
H -0.62524 -1.31004 5.64338 0.0 0.0 0.0 0.401
H -1.49332 0.67793 4.44579 0.0 0.0 0.0 0.439
H -0.67569 1.21889 2.20018 0.0 0.0 0.0 0.405
```
Forces are in eV/Å.

Output
HOMO energy (spin up / spin down)   -7.3 / -7.8 eV
2S+1   4
Charge   0


Summary of total energy in a.u.
-5073.631186, -3973.444375
(order as listed above)
Summary of energy relative to the best compared isomer or geometry (same formula, charge and spin) in eV
0.814, 0.000
(order as listed above)